Record 1
DFT (the ωB97M-V functional and the def2-TZVPD basis) results for 3 unconnected molecules or ions with the total composition C6H13NO.

highest occupied orbital energy = -6.619 eV
largest force on an atom = 3.83 eV Å⁻¹
gap between HOMO and LUMO = 0.10867 Ha
relative energy (zero: lowest compared OMol25 entry of this formula, charge and spin) = 10.113 eV
LUMO = -3.662 eV

The geometry in ORCA input format:
```
! RIJCOSX wB97M-V def2-TZVPD def2/J DEFGRID3
* xyz 0 1
C -2.528 -0.864 -0.614
C 3.539 0.350 -0.958
C 3.134 -0.264 0.188
C 2.139 -1.212 0.352
C -2.135 0.521 -0.373
N -2.169 0.943 0.969
C -3.417 0.404 -1.117
H -1.934 -1.372 -1.391
H -0.145 1.131 2.039
H -2.701 -1.539 0.376
H 3.195 0.064 -1.888
H 4.239 1.139 -0.812
H 3.616 0.173 1.102
H -1.751 0.218 1.548
H 1.766 -1.840 -0.482
H -1.334 0.833 -0.893
H -4.227 0.963 -0.593
H -3.297 0.775 -2.146
H 0.977 0.157 1.377
H 2.193 -1.598 1.337
O 0.838 1.017 1.981
*
```

Here are the Mulliken charges for atoms 1 to 5, given in e:
1. C -0.65
2. C -0.80
3. C 0.49
4. C -1.18
5. C 0.25

Record 2
DFT (the ωB97M-V functional and the def2-TZVPD basis) results for 2 unconnected molecules or ions with the total composition CH5ClNP.

highest occupied orbital energy = -9.023 eV
largest force on an atom = 4.53 eV Å⁻¹
gap between HOMO and LUMO = 0.33224 Ha
relative energy (zero: lowest compared OMol25 entry of this formula, charge and spin) = 2.280 eV
LUMO = 0.017 eV

The geometry in ORCA input format:
```
! RIJCOSX wB97M-V def2-TZVPD def2/J DEFGRID3
* xyz 0 1
C 0.982 -0.782 -0.783
N 0.216 1.305 0.820
P 0.337 0.987 -0.646
Cl -2.652 -0.317 0.441
H 1.560 -0.844 -1.683
H 0.230 -1.573 -0.770
H 1.437 -1.260 0.159
H -2.008 0.337 1.388
H -0.103 2.146 1.073
*
```

Here are the Mulliken charges for atoms 1 to 5, given in e:
1. C -0.90
2. N -0.48
3. P 0.22
4. Cl -0.29
5. H 0.30

Record 3
DFT (the ωB97M-V functional and the def2-TZVPD basis) results for a molecular structure, C39H50AsKN7S3.

highest occupied orbital energy (alpha / beta) = -2.521 / -1.312 eV
largest force on an atom = 1.00 eV Å⁻¹
gap between HOMO and LUMO (alpha / beta) = 0.17090 / 0.12660 Ha
relative energy (zero: lowest compared OMol25 entry of this formula, charge and spin) = 0.000 eV
LUMO (alpha / beta) = 2.129 / 2.133 eV

The geometry in ORCA input format:
```
! RIJCOSX wB97M-V def2-TZVPD def2/J DEFGRID3
* xyz -1 1
K 0.066 0.472 -0.439
C 2.415 -4.273 2.317
C 1.155 -4.296 1.469
S 0.136 -2.813 1.533
C -0.180 -2.653 3.293
C 0.780 -1.831 4.175
S 1.650 -0.482 3.342
C 3.380 -0.821 3.726
C 3.938 -2.228 3.488
S 3.606 -2.973 1.876
H 2.906 -5.243 2.229
H 2.161 -4.143 3.368
H 0.556 -5.162 1.766
H 1.383 -4.418 0.409
H -0.272 -3.663 3.705
H -1.170 -2.205 3.353
H 1.518 -2.481 4.640
H 0.189 -1.390 4.978
H 3.596 -0.543 4.762
H 3.911 -0.102 3.097
H 3.586 -2.923 4.250
H 5.021 -2.185 3.609
N 2.279 -2.502 -1.375
C 0.957 -2.624 -1.748
N 0.497 -3.877 -1.839
C -0.815 -3.920 -2.145
N -1.370 -5.182 -2.145
N -1.604 -2.907 -2.423
C -1.028 -1.668 -2.341
N 0.277 -1.502 -1.935
C -1.805 -0.530 -2.755
C -3.084 -0.720 -3.354
C -3.777 0.352 -3.843
C -3.224 1.641 -3.752
C -1.994 1.755 -3.129
N -1.290 0.739 -2.623
H 2.836 -3.323 -1.544
H 2.718 -1.632 -1.628
H -0.704 -5.919 -2.310
H -2.231 -5.250 -2.663
H -3.472 -1.726 -3.419
H -4.746 0.203 -4.305
H -3.731 2.518 -4.130
H -1.548 2.740 -3.019
C -4.770 7.023 3.408
C -3.547 6.371 2.817
C -2.282 6.654 3.289
C -1.132 6.033 2.783
C 0.179 6.407 3.432
C -1.270 5.117 1.741
As 0.243 3.986 1.125
N -0.183 2.307 1.491
C -0.696 1.983 2.725
C -0.579 2.747 3.910
C -1.149 2.339 5.104
C -1.869 1.151 5.194
C -1.999 0.380 4.044
C -1.425 0.773 2.843
C 1.974 4.639 1.377
C 2.277 5.961 0.839
C 1.398 6.670 -0.168
C 3.464 6.573 1.210
C 4.402 5.998 2.061
C 5.663 6.702 2.469
C 4.096 4.693 2.567
C 2.945 4.023 2.259
C 2.762 2.645 2.832
C -2.554 4.796 1.264
C -2.821 3.783 0.169
C -3.665 5.438 1.803
H -4.500 7.846 4.070
H -5.354 6.306 3.990
H -5.425 7.416 2.628
H -2.167 7.367 4.100
H -0.014 7.000 4.327
H 0.813 6.987 2.762
H 0.781 5.544 3.706
H -0.021 3.675 3.888
H -1.025 2.964 5.981
H -2.323 0.841 6.127
H -2.576 -0.538 4.077
H -1.566 0.149 1.962
H 0.324 6.550 0.011
H 1.576 6.339 -1.204
H 1.595 7.743 -0.136
H 3.676 7.559 0.792
H 5.769 7.651 1.938
H 6.559 6.105 2.254
H 5.694 6.928 3.544
H 4.822 4.186 3.201
H 3.650 2.363 3.402
H 2.593 1.894 2.056
H 1.904 2.572 3.501
H -2.287 2.849 0.334
H -2.527 4.166 -0.809
H -3.886 3.553 0.124
H -4.651 5.184 1.422
C 0.081 3.960 -0.826
H 1.094 3.995 -1.213
H -0.476 4.813 -1.211
H -0.415 3.043 -1.143
*
```

Here are the Mulliken charges for atoms 1 to 5, given in e:
1. K 0.50
2. C -0.75
3. C -0.79
4. S 0.33
5. C -1.03